1.
Density functional theory data (ωB97M-V with the def2-TZVPD basis set) for a structure of composition C43H38NO9PTa.

Calculated values
maximum force	1.6	eV/A
total charge	+1
frontier orbital gap	8.77	eV
ΔE to the lowest compared entry with this formula, charge and spin	23.43	kcal per mole
HOMO energy	-0.42082	Eh

XYZ file:
```
93
Properties=species:S:1:pos:R:3:mulliken_charge:R:1
Ta -0.6035 -0.9199 0.1453 2.239
C 5.1998 3.0363 3.5731 -1.009
O 4.2790 2.6394 2.5551 -0.443
C 3.3955 1.6731 2.8461 0.935
C 3.3151 1.0274 4.0831 -1.334
C 2.3646 0.0376 4.2589 -1.287
C 1.4961 -0.3457 3.2402 0.184
C 0.5515 -1.4608 3.4247 1.185
C 0.2309 -1.9513 4.8052 -2.012
O 0.0235 -2.0182 2.4606 -0.489
C 1.5916 0.3464 2.0232 0.265
O 0.7044 0.0612 1.0328 1.699
C 2.5149 1.3371 1.8138 -0.086
H 5.8264 3.7989 3.1249 0.252
H 5.8175 2.1942 3.8866 0.394
H 4.6721 3.4536 4.4316 0.396
H 3.9744 1.2872 4.8960 0.470
H 2.3075 -0.4631 5.2173 0.452
H 1.1033 -2.4382 5.2475 0.513
H -0.5824 -2.6691 4.7425 0.393
H -0.0543 -1.1185 5.4500 0.403
H 2.5576 1.8730 0.8726 0.135
N 1.1879 -2.7174 0.1485 -0.627
C 0.8784 -3.7645 -0.8437 -0.552
C -0.2743 -3.3074 -1.6954 0.442
O -0.5037 -3.6577 -2.8088 -0.587
O -1.0255 -2.4052 -1.0173 -0.690
H 2.1272 -2.3681 -0.0079 0.076
H 1.1402 -3.0842 1.0908 0.422
H 0.5655 -4.6833 -0.3461 0.458
H 1.7247 -3.9943 -1.4869 0.293
C -1.5292 0.4908 -5.9213 -0.624
C -2.0138 -0.3453 -4.9271 -1.084
C -1.2923 -0.5203 -3.7537 0.258
C -0.0823 0.1464 -3.5727 -0.029
C 0.4066 0.9783 -4.5807 -0.322
C -0.3151 1.1480 -5.7508 -0.779
P 0.8622 -0.0669 -2.0400 1.992
C 2.2741 -1.1228 -2.4672 0.398
C 3.3635 -1.1922 -1.5891 -1.351
C 4.4053 -2.0727 -1.8320 -0.536
C 4.3662 -2.8981 -2.9537 -0.820
C 3.2942 -2.8286 -3.8294 -0.729
C 2.2477 -1.9420 -3.5907 -0.813
C 1.5612 1.5785 -1.7006 0.213
C 0.7439 2.5178 -1.0673 -0.529
C 1.2152 3.7966 -0.8163 -0.619
C 2.5066 4.1491 -1.1898 -0.726
C 3.3211 3.2232 -1.8263 -0.844
C 2.8492 1.9420 -2.0865 0.052
H -2.0963 0.6331 -6.8326 0.406
H -2.9548 -0.8644 -5.0582 0.492
H -1.6757 -1.1829 -2.9910 0.249
H 1.3480 1.5012 -4.4533 0.417
H 0.0663 1.7976 -6.5280 0.437
H 3.4049 -0.5354 -0.7236 0.754
H 5.2517 -2.1107 -1.1576 0.483
H 5.1771 -3.5898 -3.1438 0.405
H 3.2656 -3.4651 -4.7046 0.442
H 1.4073 -1.9022 -4.2725 0.451
H -0.2638 2.2587 -0.7686 0.224
H 0.5738 4.5166 -0.3240 0.498
H 2.8758 5.1468 -0.9888 0.443
H 4.3244 3.4967 -2.1275 0.470
H 3.4941 1.2285 -2.5840 0.463
O -2.8463 1.7256 0.5324 -0.610
C -2.8796 0.9233 -0.3490 0.174
O -1.7061 0.3311 -0.8110 -0.287
C -4.0958 0.5048 -1.0832 0.589
C -5.0450 1.4778 -1.3696 -0.534
C -6.1920 1.1332 -2.0675 -0.703
C -6.3962 -0.1836 -2.4579 -0.434
C -5.4521 -1.1578 -2.1550 -1.006
C -4.2918 -0.8137 -1.4788 -0.021
H -4.8786 2.4966 -1.0425 0.464
H -6.9283 1.8910 -2.3019 0.412
H -7.2940 -0.4523 -2.9997 0.434
H -5.6172 -2.1858 -2.4495 0.440
H -3.5570 -1.5758 -1.2478 0.539
O -3.2307 -2.5998 2.5326 -0.574
C -2.7925 -1.5020 2.4153 -0.096
O -2.0733 -1.1763 1.2708 -0.352
C -2.8954 -0.4146 3.4144 1.029
C -3.8748 -0.5521 4.3924 -0.957
C -4.0141 0.4209 5.3687 -0.592
C -3.1671 1.5231 5.3762 -0.530
C -2.1837 1.6579 4.4032 -1.439
C -2.0568 0.6945 3.4150 0.564
H -4.5138 -1.4253 4.3779 0.490
H -4.7842 0.3209 6.1223 0.437
H -3.2811 2.2853 6.1365 0.431
H -1.5295 2.5207 4.4033 0.500
H -1.3112 0.8234 2.6415 0.398
```


2.
Density functional theory data (ωB97M-V with the def2-TZVPD basis set) for an isolated molecule of C2H5NOS2.

Calculated values
maximum force	2.2	eV/A
total charge	0
frontier orbital gap	9.53	eV
ΔE to the lowest compared entry with this formula, charge and spin	39.60	kcal per mole
SMILES	CSC(=S)NO
HOMO energy	-0.32950	Eh

XYZ file:
```
11
Properties=species:S:1:pos:R:3:mulliken_charge:R:1
C -2.1070 0.4902 0.1264 -0.932
S -1.0171 -0.9795 -0.1407 -0.066
C 0.5211 -0.2063 -0.1819 0.451
S 0.8129 1.4585 -0.1377 -0.501
N 1.5963 -1.0017 -0.0140 -0.128
O 2.8874 -0.4721 0.0990 -0.370
H -3.1229 0.1033 0.1392 0.332
H -1.9432 0.8968 1.0869 0.343
H -1.9852 1.1436 -0.7068 0.335
H 1.6719 -1.9763 -0.2768 0.230
H 2.6859 0.5436 0.0063 0.305
```


3.
Density functional theory data (ωB97M-V with the def2-TZVPD basis set) for a structure of composition C35H51AuBF4P2Si4.

Calculated values
spin multiplicity	3
maximum force	0.9	eV/A
total charge	+1
frontier orbital gap (spin up / spin down)	8.29 / 5.08	eV
HOMO energy (spin up / spin down)	-0.37968 / -0.38628	Eh

XYZ file:
```
98
Properties=species:S:1:pos:R:3:mulliken_charge:R:1
Au -0.0072 -0.3404 -0.9979 0.171
C 0.8533 2.5388 -2.5392 -1.095
C 0.8865 2.6788 -1.0141 -1.403
P 1.7904 1.2898 -0.2319 1.565
C 3.4956 1.5303 -0.7830 0.660
C 4.0038 0.7579 -1.8264 -0.160
C 5.2767 1.0096 -2.3240 -1.098
C 6.0422 2.0283 -1.7779 -0.717
C 5.5367 2.8048 -0.7401 -0.747
C 4.2663 2.5626 -0.2441 -0.927
C 1.7521 1.6360 1.5416 1.062
C 0.6834 2.3130 2.1256 -0.677
C 0.6579 2.5130 3.5004 -0.553
C 1.6925 2.0421 4.2946 -0.678
C 2.7563 1.3557 3.7179 -0.598
C 2.7848 1.1484 2.3484 -1.173
P 0.1468 0.9098 -3.0702 0.280
C -1.3205 1.2741 -4.0596 0.673
C -2.3810 1.9215 -3.4212 -0.575
C -3.5471 2.1890 -4.1189 -0.750
C -3.6676 1.7989 -5.4483 -0.550
C -2.6222 1.1415 -6.0783 -0.724
C -1.4458 0.8769 -5.3867 -0.618
C 1.3771 0.1807 -4.1755 0.767
C 1.6117 -1.1908 -4.1188 0.010
C 2.5529 -1.7786 -4.9533 -0.569
C 3.2655 -0.9955 -5.8496 -0.599
C 3.0317 0.3731 -5.9204 -0.894
C 2.0884 0.9585 -5.0903 -0.371
H 1.8559 2.6256 -2.9585 0.593
H 0.2489 3.3358 -2.9692 0.724
H -0.1297 2.6686 -0.6166 0.170
H 1.3543 3.6231 -0.7277 0.733
H 3.4030 -0.0292 -2.2675 0.487
H 5.6668 0.4083 -3.1364 0.495
H 7.0365 2.2231 -2.1616 0.413
H 6.1358 3.6011 -0.3172 0.443
H 3.8788 3.1679 0.5674 0.488
H -0.1491 2.6705 1.5306 0.379
H -0.1845 3.0298 3.9435 0.511
H 1.6708 2.2064 5.3647 0.410
H 3.5668 0.9886 4.3354 0.413
H 3.6273 0.6296 1.9029 0.634
H -2.3106 2.1937 -2.3714 0.132
H -4.3667 2.6903 -3.6199 0.458
H -4.5829 2.0032 -5.9895 0.394
H -2.7173 0.8352 -7.1127 0.426
H -0.6316 0.3685 -5.8890 0.398
H 1.0605 -1.7990 -3.4107 0.063
H 2.7311 -2.8458 -4.9034 0.429
H 4.0030 -1.4511 -6.4985 0.390
H 3.5817 0.9823 -6.6275 0.438
H 1.9091 2.0253 -5.1627 0.465
F -1.8139 1.6577 -0.0959 -0.227
B -2.4124 1.2071 1.1160 -0.635
F -3.6877 0.7176 0.8880 -0.350
F -2.3662 2.1968 2.0817 -0.312
F -1.5553 0.0939 1.5652 -0.128
C -3.4643 -2.6591 -0.4741 -0.969
Si -1.8179 -3.4811 -0.7024 0.590
C -1.8067 -5.2441 -0.0966 -1.075
C -1.2876 -3.4344 -2.4956 -0.782
Si -0.0695 -2.2871 0.4252 0.524
Si -1.1123 -2.1931 2.8635 0.769
C -0.5281 -3.9113 3.2772 -0.966
C -0.1483 -0.8652 3.7021 -0.380
C -2.9499 -2.1480 2.9838 -1.123
Si 2.0912 -3.1921 0.7824 1.086
C 2.8166 -2.5966 2.3927 -0.616
C 3.1507 -2.5886 -0.6232 -0.663
C 1.9794 -5.0557 0.6962 -1.269
H -4.0605 -2.8388 -1.3751 0.494
H -3.3965 -1.5791 -0.3279 0.184
H -4.0063 -3.0856 0.3719 0.327
H -2.4657 -5.8252 -0.7520 0.434
H -2.1941 -5.3402 0.9196 0.305
H -0.8132 -5.6962 -0.1349 0.251
H -2.0536 -3.9463 -3.0892 0.562
H -0.3367 -3.9531 -2.6549 0.260
H -1.1984 -2.4125 -2.8739 0.000
H 0.5527 -4.0458 3.1937 0.052
H -1.0354 -4.6740 2.6854 0.166
H -0.8040 -4.0695 4.3303 0.524
H 0.7444 -1.2673 4.1872 0.419
H -0.8000 -0.4158 4.4592 0.533
H 0.1387 -0.0678 3.0164 -0.464
H -3.3876 -3.1165 2.7368 0.304
H -3.4192 -1.3689 2.3895 0.253
H -3.1678 -1.9482 4.0412 0.462
H 2.6738 -1.5206 2.5228 -0.281
H 3.8936 -2.7941 2.3757 0.498
H 2.4030 -3.1054 3.2673 0.418
H 3.2907 -1.5104 -0.5748 -0.153
H 2.7348 -2.8355 -1.6035 0.097
H 4.1323 -3.0685 -0.5396 0.584
H 1.3414 -5.4927 1.4692 0.353
H 2.9834 -5.4798 0.8101 0.429
H 1.5970 -5.3740 -0.2783 0.318
```